1.
DFT (ωB97M-V with the def2-TZVPD basis set) results for C34H30Cl5N4O2PRu as an isolated structure.

Last column: Löwdin charge in e.
Geometry (Å):
Ru -0.17 0.40 0.37  0.891
N -2.32 -0.24 0.13  0.024
C -2.43 -1.39 -0.78  -0.265
C -3.27 -2.50 -0.13  -0.128
C -3.40 -3.81 -0.89  -0.162
C -4.03 -3.68 -2.27  -0.158
N -3.01 -3.14 -3.16  0.075
C -3.11 -3.02 -4.46  -0.440
N -2.07 -2.51 -5.14  0.202
N -4.22 -3.37 -5.12  0.204
C -1.05 -1.89 -1.20  -0.553
O -0.98 -2.61 -2.22  0.060
O -0.07 -1.57 -0.47  -0.090
H -2.52 -0.53 1.08  0.071
H -3.01 0.47 -0.11  0.054
H -2.93 -1.05 -1.69  0.147
H -4.26 -2.08 0.06  0.129
H -2.83 -2.72 0.85  0.134
H -3.99 -4.50 -0.28  0.124
H -2.42 -4.28 -1.01  0.126
H -4.90 -3.01 -2.23  0.130
H -4.37 -4.66 -2.62  0.126
H -2.12 -2.80 -2.70  -0.039
H -1.22 -2.28 -4.64  0.117
H -2.08 -2.42 -6.14  0.120
H -4.99 -3.79 -4.63  0.109
H -4.26 -3.35 -6.12  0.122
C 5.56 -2.27 -0.59  -0.070
C 5.79 -0.90 -0.52  -0.068
C 4.76 -0.03 -0.21  -0.106
C 3.48 -0.53 0.04  -0.334
C 3.25 -1.91 -0.02  -0.076
C 4.29 -2.77 -0.34  -0.067
P 2.12 0.51 0.61  1.049
C 2.30 2.07 -0.31  -0.309
C 1.42 3.17 0.21  -0.297
C 1.40 4.40 -0.65  -0.024
C 2.04 4.46 -1.84  -0.087
C 2.79 3.35 -2.31  -0.061
C 2.90 2.19 -1.53  -0.129
C 2.32 0.73 2.38  -0.290
C 3.51 0.88 3.04  -0.057
C 3.53 0.96 4.45  -0.061
C 2.36 0.87 5.15  -0.016
C 1.12 0.69 4.49  -0.186
C -0.10 0.63 5.22  -0.046
C -1.28 0.51 4.54  -0.081
C -1.29 0.43 3.13  -0.130
C -0.15 0.43 2.36  -0.245
C 1.09 0.60 3.08  -0.223
H 6.37 -2.94 -0.84  0.108
H 6.78 -0.50 -0.70  0.109
H 4.95 1.03 -0.13  0.107
H 2.26 -2.30 0.16  0.093
H 4.11 -3.84 -0.39  0.108
H 1.78 3.45 1.20  0.095
H 0.82 5.24 -0.29  0.123
H 1.99 5.36 -2.43  0.110
H 3.28 3.40 -3.27  0.104
H 3.46 1.36 -1.94  0.102
H 4.44 0.94 2.49  0.105
H 4.47 1.10 4.97  0.108
H 2.36 0.92 6.23  0.118
H -0.08 0.69 6.30  0.114
H -2.22 0.49 5.09  0.106
H -2.27 0.40 2.66  0.077
Cl 0.26 3.75 2.97  0.841
C -0.69 3.28 1.62  -0.603
C -0.05 2.70 0.47  -0.323
C -0.95 2.36 -0.58  -0.654
Cl -0.35 1.60 -2.04  0.798
C -2.34 2.67 -0.54  -0.731
Cl -3.34 2.26 -1.89  0.719
C -2.88 3.22 0.58  -0.705
Cl -4.55 3.55 0.67  0.735
C -2.04 3.51 1.70  -0.702
Cl -2.76 4.17 3.11  0.721

Properties
Frontier orbital gap (alpha / beta) ... 6.5 / 6.5 eV
Spin multiplicity ... 2
LUMO level (alpha / beta) ... -2.7129 / -2.9817 eV
HOMO (alpha / beta) ... -9.25 / -9.50 eV
Total charge ... +1
Calculated total energy ... -120278.866 eV
F_max ... 3.0 eV Å⁻¹
ΔE to the lowest compared entry with this formula, charge and spin ... 243.4 kJ/mol

2.
DFT (ωB97M-V with the def2-TZVPD basis set) results for C6H8HgMgO6 as an isolated structure.

Last column: Löwdin charge in e.
Geometry (Å):
O -0.24 0.34 -2.26  -0.061
C -0.26 -0.60 -1.35  -0.075
C 0.53 1.56 -2.11  -0.144
O -0.04 -0.06 -0.14  -0.047
O 2.48 0.19 -1.75  -0.580
C 1.99 1.25 -2.46  -0.343
H 0.44 1.94 -1.09  0.117
H 0.09 2.26 -2.83  0.127
H 2.53 2.22 -2.31  0.119
H 2.03 1.05 -3.55  0.122
O -0.97 -1.89 0.97  0.014
C 0.00 -0.92 1.01  -0.817
C -2.20 -1.29 1.36  -0.111
O 1.22 -1.36 1.20  -0.413
O -0.36 -0.08 2.11  -0.173
C -1.76 -0.24 2.40  -0.109
H -2.85 -2.06 1.77  0.136
H -2.68 -0.82 0.49  0.133
H -1.86 -0.60 3.43  0.124
H -2.27 0.72 2.28  0.134
Hg 2.71 -0.83 -0.31  1.032
Mg 1.47 -0.78 3.13  0.816

Properties
Frontier orbital gap (alpha / beta) ... 6.2 / 7.3 eV
Spin multiplicity ... 3
LUMO level (alpha / beta) ... -0.0628 / -1.1870 eV
HOMO (alpha / beta) ... -6.21 / -8.52 eV
Total charge ... 0
Calculated total energy ... -28250.085 eV
F_max ... 9.2 eV Å⁻¹
ΔE to the lowest compared entry with this formula, charge and spin ... 268.8 kJ/mol

3.
DFT (ωB97M-V with the def2-TZVPD basis set) results for a 10-piece molecular cluster, C27H24Cl27N2O3S overall.

Last column: Löwdin charge in e.
Geometry (Å):
C 5.43 0.05 1.44  -0.082
C 4.01 0.36 0.80  -0.417
N 3.50 -0.56 0.07  0.137
C 3.41 1.78 1.08  -0.127
C 1.86 1.84 1.18  -0.212
C 1.14 2.57 0.11  -0.047
C -0.33 2.73 0.10  -0.073
C -1.10 2.14 1.19  -0.409
C -0.44 1.39 2.31  -0.215
C 1.04 1.26 2.26  0.029
N -1.22 0.82 3.38  0.048
C -2.32 0.00 2.92  -0.324
C -2.47 -1.35 3.46  -0.123
C -3.65 -2.18 2.94  -0.111
C -4.61 -1.65 1.96  -0.096
C -5.81 -2.53 1.43  -0.683
O -6.94 -2.45 1.94  -0.079
O -5.52 -3.36 0.45  -0.168
C -4.45 -0.27 1.41  -0.174
C -5.41 0.35 0.35  -0.139
C -4.62 0.61 -1.00  -0.261
O -3.98 -0.26 -1.54  0.038
C -3.30 0.52 1.91  -0.385
S -2.93 2.22 1.31  0.939
H 5.83 1.02 1.89  0.017
H 6.16 -0.25 0.63  0.042
H 5.37 -0.69 2.28  0.065
H 2.61 -0.20 -0.29  0.058
H 3.82 2.12 2.09  0.117
H 3.80 2.51 0.32  0.088
H 1.69 3.05 -0.75  0.098
H -0.89 3.29 -0.70  0.100
H 1.58 0.72 3.08  0.113
H -0.55 0.29 3.95  0.116
H -1.79 -1.83 4.21  0.102
H -3.78 -3.23 3.31  0.060
H -6.27 -0.36 0.19  0.111
H -5.86 1.33 0.67  0.070
H -4.66 1.67 -1.42  0.114
C -3.43 -6.50 3.00  -1.528
Cl -4.34 -5.52 1.85  0.631
Cl -2.94 -8.04 2.27  0.496
Cl -2.01 -5.61 3.57  0.511
H -4.06 -6.71 3.85  0.011
C 7.05 0.86 -2.31  -1.530
Cl 6.38 -0.73 -2.68  0.506
Cl 5.78 1.95 -1.73  0.560
Cl 8.34 0.72 -1.11  0.519
H 7.47 1.28 -3.22  0.003
C -8.25 2.12 2.62  -1.521
Cl -6.93 2.89 3.50  0.517
Cl -8.46 2.88 1.03  0.473
Cl -7.96 0.39 2.44  0.614
H -9.17 2.26 3.19  0.008
C 8.92 -2.86 -4.96  -1.542
Cl 8.55 -1.13 -5.12  0.493
Cl 8.08 -3.55 -3.57  0.523
Cl 8.48 -3.72 -6.44  0.524
H 9.99 -2.97 -4.81  -0.053
C 13.35 -1.81 -5.23  -1.532
Cl 12.68 -3.41 -5.60  0.539
Cl 12.08 -0.72 -4.65  0.530
Cl 14.64 -1.95 -4.03  0.524
H 13.77 -1.40 -6.14  0.015
C -10.14 2.64 -2.49  -1.518
Cl -10.00 2.08 -4.16  0.537
Cl -10.16 1.26 -1.38  0.532
Cl -8.82 3.74 -2.09  0.506
H -11.08 3.17 -2.38  0.016
C -7.82 5.02 -5.52  -1.566
Cl -8.42 6.44 -4.65  0.501
Cl -7.90 5.28 -7.27  0.513
Cl -6.17 4.63 -5.03  0.522
H -8.46 4.18 -5.27  -0.048
C -1.24 -3.34 0.19  -1.462
Cl -1.86 -1.96 1.10  0.771
Cl -1.30 -3.02 -1.55  0.520
Cl 0.41 -3.73 0.69  0.489
H -1.87 -4.19 0.40  -0.003
C 7.79 1.14 4.63  -1.534
Cl 6.38 1.91 5.37  0.520
Cl 7.56 -0.61 4.53  0.531
Cl 8.09 1.82 3.03  0.534
H 8.66 1.34 5.25  0.010

Properties
Frontier orbital gap ... 6.1 eV
Spin multiplicity ... 1
LUMO level ... 1.3041 eV
HOMO ... -4.79 eV
Total charge ... -1
Calculated total energy ... -386448.971 eV
F_max ... 4.3 eV Å⁻¹

4.
DFT (ωB97M-V with the def2-TZVPD basis set) results for a 2-piece molecular cluster, H5N3O2P overall.

Last column: Löwdin charge in e.
Geometry (Å):
N -0.35 -0.26 -1.15  -0.192
N 2.13 1.43 -0.11  -0.313
N 0.68 -0.93 -0.64  -0.328
O 3.01 -1.01 0.81  -0.495
O -2.13 -0.52 0.98  -0.117
P 1.94 -0.09 0.30  0.466
H -1.36 -0.85 1.46  -0.004
H 0.13 0.59 -1.63  0.028
H 3.16 1.69 0.14  -0.019
H -1.77 -0.25 0.13  -0.046
H 0.40 -1.59 0.03  0.020

Properties
Frontier orbital gap (alpha / beta) ... 7.1 / 6.3 eV
Spin multiplicity ... 1
LUMO level (alpha / beta) ... 3.8656 / 3.9831 eV
HOMO (alpha / beta) ... -3.24 / -2.34 eV
Total charge ... -1
Calculated total energy ... -17934.907 eV
F_max ... 3.1 eV Å⁻¹
ΔE to the lowest compared entry with this formula, charge and spin ... 331.5 kJ/mol

5.
DFT (ωB97M-V with the def2-TZVPD basis set) results for one molecule with the formula C8H18SSi2.

Last column: Löwdin charge in e.
Geometry (Å):
C 0.11 -1.21 -0.75  -0.343
C -2.31 1.89 -1.11  -0.121
C 1.34 -1.28 0.11  -0.544
C -1.59 1.31 -0.23  -0.238
C 2.29 1.53 -1.07  -0.174
C 3.32 0.57 1.88  -0.186
C -1.68 -0.94 1.88  -0.197
C -3.09 -1.35 -0.99  -0.148
Si 2.65 0.16 0.19  0.335
Si -1.60 -0.60 -0.04  0.642
S 3.37 -1.81 -0.43  0.420
H 0.49 -0.75 -1.70  0.074
H -0.05 -2.21 -1.23  0.074
H -2.32 3.03 -1.35  0.090
H -3.23 1.59 -1.55  0.022
H 1.19 -2.01 0.92  0.048
H -0.64 1.85 -0.03  0.052
H 3.08 2.33 -1.11  0.053
H 2.21 1.10 -1.99  -0.021
H 1.27 1.94 -0.95  0.018
H 3.97 1.40 1.68  0.023
H 2.66 1.07 2.50  0.005
H 3.77 -0.12 2.43  -0.015
H -0.72 -0.79 2.43  0.026
H -2.55 -0.41 2.31  0.028
H -1.90 -2.03 1.98  0.028
H -3.30 -0.43 -1.63  0.026
H -2.76 -2.19 -1.62  0.035
H -3.95 -1.64 -0.52  -0.014

Properties
Frontier orbital gap ... 9.2 eV
Spin multiplicity ... 1
LUMO level ... 0.7036 eV
SMILES string ... C=C[Si](C)(C)C[C@H]1S[Si]1(C)C
HOMO ... -8.50 eV
Total charge ... 0
Calculated total energy ... -35176.888 eV
F_max ... 6.1 eV Å⁻¹

6.
DFT (ωB97M-V with the def2-TZVPD basis set) results for a 2-piece molecular cluster, C16H17N3O7P overall.

Last column: Löwdin charge in e.
Geometry (Å):
N -1.97 2.25 -1.19  0.217
C -2.07 2.90 -0.02  -0.428
N -1.09 3.82 0.29  0.124
C 0.13 3.01 0.76  -0.171
O 1.00 3.82 1.46  -0.083
O 1.08 3.35 2.79  0.017
N -3.08 2.64 0.79  0.093
P -4.33 1.46 0.53  0.401
O -3.91 0.35 -0.27  -0.194
O -5.61 2.15 -0.10  -0.053
O -4.71 0.96 2.01  -0.071
H -2.64 2.55 -1.89  0.157
H -1.02 2.29 -1.54  0.131
H -1.43 4.29 1.14  0.135
H 0.58 2.51 -0.09  0.139
H -0.24 2.23 1.44  0.132
H 0.82 4.11 3.33  0.119
H -3.11 3.19 1.65  0.149
H -5.99 2.82 0.50  0.111
H -3.86 0.88 2.48  0.098
C -1.59 -2.74 -2.22  -0.040
C -1.96 -1.91 -1.17  -0.061
C -1.00 -1.42 -0.31  -0.022
C 0.33 -1.76 -0.48  -0.091
C 0.70 -2.62 -1.52  -0.079
C -0.26 -3.10 -2.40  0.009
C 2.12 -3.03 -1.69  -0.277
O 2.45 -3.77 -2.59  0.120
C 3.13 -2.52 -0.71  -0.080
C 4.45 -2.94 -0.82  0.007
C 5.40 -2.47 0.07  -0.044
C 5.04 -1.57 1.06  -0.050
C 3.72 -1.15 1.18  -0.003
C 2.76 -1.63 0.30  -0.089
C 1.35 -1.20 0.45  -0.277
O 1.03 -0.41 1.32  0.068
H -2.34 -3.12 -2.91  0.112
H -3.00 -1.64 -1.03  0.083
H -1.29 -0.77 0.51  0.102
H 0.03 -3.75 -3.21  0.125
H 4.73 -3.64 -1.59  0.125
H 6.43 -2.80 -0.01  0.113
H 5.78 -1.19 1.75  0.111
H 3.44 -0.45 1.95  0.119

Properties
Frontier orbital gap ... 7.4 eV
Spin multiplicity ... 1
LUMO level ... -4.3356 eV
HOMO ... -11.69 eV
Total charge ... +1
Calculated total energy ... -44952.747 eV
F_max ... 2.4 eV Å⁻¹

7.
DFT (ωB97M-V with the def2-TZVPD basis set) results for a 2-piece molecular cluster, C4H6N2 overall.

Last column: Löwdin charge in e.
Geometry (Å):
C 2.20 0.16 0.13  -0.135
C -1.23 0.88 -0.52  -0.076
C -0.58 0.94 0.79  -0.066
C -0.21 -1.44 -0.05  -0.008
N 3.28 0.07 0.20  0.078
N -0.45 -0.18 0.14  -0.286
H -2.32 0.70 -0.63  0.108
H -0.76 1.33 -1.48  0.124
H 1.26 0.29 -0.37  0.027
H -0.49 1.17 1.80  0.093
H -0.71 -1.99 -0.86  0.084
H 0.02 -1.94 0.84  0.057

Properties
Frontier orbital gap ... 8.6 eV
Spin multiplicity ... 1
LUMO level ... 0.7017 eV
HOMO ... -7.94 eV
Total charge ... 0
Calculated total energy ... -7219.456 eV
F_max ... 10.0 eV Å⁻¹
ΔE to the lowest compared entry with this formula, charge and spin ... 591.9 kJ/mol

8.
DFT (ωB97M-V with the def2-TZVPD basis set) results for one molecule with the formula C6H8S.

Last column: Löwdin charge in e.
Geometry (Å):
C 2.61 0.42 0.48  -0.431
C 0.20 -0.44 -0.47  -0.564
C -0.69 -1.34 0.00  -0.108
C -2.03 -0.70 0.05  -0.188
C -1.75 0.75 -0.31  -0.101
C -0.47 0.93 -0.65  -0.070
H 3.70 0.38 0.42  0.038
H 2.33 0.17 1.49  0.036
H 2.36 1.43 0.30  0.016
H -0.51 -2.32 0.33  0.090
H -2.49 -0.75 1.00  0.099
H -2.68 -1.21 -0.73  0.146
H -2.52 1.51 -0.30  0.099
H 0.01 1.84 -0.90  0.088
S 1.92 -0.68 -0.71  0.850

Properties
Frontier orbital gap ... 9.3 eV
Spin multiplicity ... 1
LUMO level ... 1.0115 eV
SMILES string ... CSC1=CCC=C1
HOMO ... -8.30 eV
Total charge ... 0
Calculated total energy ... -17185.675 eV
F_max ... 2.8 eV Å⁻¹
ΔE to the lowest compared entry with this formula, charge and spin ... 76.7 kJ/mol